[1]
ORCA calculation (the ωB97M-V functional and the def2-TZVPD basis) on a 3-piece molecular cluster, C42H62N4O5S2 overall.

Summary:
E_HOMO (alpha / beta) ... -8.45 / -8.54 eV
LUMO level (alpha / beta) ... -1.05 / -1.05 eV
Maximum force ... 0.0995 Eh/bohr
Frontier orbital gap (alpha / beta) ... 7.40 / 7.49 eV
Total energy ... -3028.5888 Eh
Expectation value of S² ... 2.0089
2S+1 ... 3

```
115
Properties=species:S:1:pos:R:3:forces:R:3:mulliken_charge:R:1
C 4.1586 -1.9425 1.6582 -0.01 -0.24 0.71 -0.8353
C 4.6730 -0.7295 0.7392 0.31 -0.12 1.07 -0.2948
N 4.6075 -0.9776 -0.7327 -1.08 -0.05 -0.23 0.1709
C 5.1624 -2.3113 -1.1042 0.33 -0.70 -1.15 -0.5589
C 5.5388 -2.3856 -2.6747 0.51 -0.36 0.62 -0.9678
C 3.2664 -0.7406 -1.2925 -1.20 -0.81 0.92 -0.0677
S 1.9531 -1.7962 -1.1219 2.23 1.50 -0.45 -0.1246
S 2.9238 0.7999 -2.3175 0.55 -0.43 0.79 -0.1651
C 2.5908 2.2387 -1.1796 -0.25 0.43 0.56 -0.5183
C 1.0181 2.6516 -1.1544 0.77 1.04 0.24 -0.5222
C 0.6488 3.2330 0.3114 0.24 -0.64 0.00 -0.6349
C 0.1737 2.1000 1.3306 -1.64 -1.77 2.12 0.8516
C 0.9812 0.7911 1.6462 -2.89 0.40 1.64 -0.2064
C 0.4861 -0.3050 2.6503 -2.15 3.09 -0.94 -0.4551
C -0.9054 -0.1398 3.3667 1.41 3.09 -2.68 -0.7820
C -1.6902 1.1385 3.0189 2.26 0.34 -1.16 0.2151
C -1.1842 2.2516 2.0490 2.29 -2.66 0.64 -0.0336
C -2.3109 3.3776 1.9995 1.26 0.68 -0.08 0.1744
O -2.2688 4.5994 1.7716 -0.28 -4.70 0.58 -0.5595
N -3.5200 2.5721 2.3763 -0.53 1.23 0.37 0.0140
C -4.0155 1.9341 1.1271 -1.13 -0.16 -1.33 -0.4014
C -5.4208 1.1686 1.2906 -2.66 0.39 0.40 -0.0598
O -6.5264 1.7676 1.4149 4.62 -2.12 -0.54 -0.6013
C -5.3447 -0.4473 1.2370 0.16 -1.39 -0.32 0.6286
C -5.3257 -1.1917 2.5920 0.33 -2.20 -3.95 -0.1008
C -5.2050 -2.7425 2.5419 -0.03 2.66 -3.15 -0.7957
C -5.1046 -3.4507 1.1493 -0.34 3.08 0.52 -0.3519
C -5.1440 -2.6702 -0.1949 -0.13 1.89 3.77 -0.5036
C -5.2660 -1.1036 -0.1613 0.34 -3.01 3.20 -0.2826
C -3.1118 1.6915 3.4830 1.02 -2.23 1.57 0.2536
O -3.6727 1.4397 4.5673 1.36 1.18 -4.24 -0.5210
H 3.0962 -2.2904 1.4314 1.40 0.65 0.05 0.1200
H 4.1587 -1.6230 2.7706 0.15 -0.38 -1.78 0.3576
H 4.8260 -2.8813 1.5770 -0.94 1.63 0.06 0.3131
H 4.0969 0.2213 0.9985 0.72 -1.26 -0.45 0.1368
H 5.7777 -0.5194 1.0107 -1.72 -0.35 -0.51 0.3362
H 6.1286 -2.5261 -0.5312 -1.38 0.70 -0.56 0.3821
H 4.4238 -3.1423 -0.8364 0.96 0.98 -0.42 0.3331
H 6.2652 -3.2780 -2.7728 -1.35 1.30 -0.17 0.2934
H 6.1202 -1.4645 -3.0278 -0.92 -1.18 0.68 0.2408
H 4.6283 -2.5247 -3.3476 1.23 0.11 0.97 0.2951
H 2.9844 2.0195 -0.1263 -0.56 0.26 -1.58 0.1820
H 3.2001 3.1253 -1.5864 -0.87 -1.43 0.62 0.4189
H 0.9372 3.5513 -1.8762 -0.11 -1.58 1.00 0.3248
H 0.3263 1.8174 -1.5071 1.04 1.07 0.62 0.3757
H 1.6078 3.6969 0.7276 -1.31 -0.51 -0.47 0.3511
H -0.1207 4.0817 0.2185 0.98 -1.53 0.38 0.3794
H 1.9777 0.6471 1.1181 -1.60 0.06 0.87 -0.0901
H 1.1401 -1.2333 2.8177 -1.20 1.64 -0.27 0.2746
H -1.3451 -0.9056 4.0804 0.77 1.15 -1.11 0.4115
H -3.2899 1.1979 0.6386 -0.66 0.81 0.92 0.4829
H -4.2019 2.7663 0.3453 0.24 -1.15 1.43 0.4059
H -5.3840 -0.5692 3.5406 0.10 -1.13 -1.34 0.3436
H -5.1785 -3.3012 3.5321 -0.04 0.63 -1.69 0.3264
H -5.0025 -4.5917 1.1680 -0.18 1.96 -0.23 0.3105
H -5.0605 -3.2570 -1.1631 -0.16 1.02 1.41 0.3356
H -5.2606 -0.5270 -1.1549 -0.08 -0.82 1.94 0.3208
C -7.4024 1.6376 4.7002 0.27 -0.02 0.38 -1.4309
C -8.8455 2.0744 4.3127 1.66 -0.81 -0.99 2.0455
C -8.8437 3.5157 3.7516 -0.31 0.30 0.18 -1.3986
C -8.6758 4.5908 4.8166 0.07 -0.01 0.01 -0.4813
C -9.7131 4.4165 5.9186 -0.09 -0.01 -0.42 -1.2372
C -9.7005 3.0004 6.5299 0.63 0.48 1.97 1.6837
N -9.7505 1.9186 5.4952 -3.52 1.56 -2.03 0.3795
O -11.0287 1.8589 5.0293 2.21 -0.47 1.13 -0.5435
C -8.4324 2.8549 7.4070 0.34 -0.04 -0.17 -1.8636
C -10.8622 2.8886 7.5512 -0.33 -0.27 -0.56 -1.7796
C -9.2125 1.1335 3.1345 -0.70 0.07 0.18 -1.6755
H -7.0936 0.7329 4.1679 -0.21 0.21 -0.15 -0.0542
H -6.6631 2.4115 4.4740 -0.06 -0.07 0.05 0.4174
H -7.2968 1.3699 5.7506 -0.10 0.16 -0.02 0.3412
H -9.7867 3.7083 3.2234 -0.01 -0.22 0.14 0.5186
H -8.0541 3.6277 3.0019 -0.02 -0.34 0.08 0.1895
H -7.6611 4.5632 5.2289 -0.06 -0.03 0.01 0.2363
H -8.7916 5.5796 4.3603 0.04 -0.09 0.04 0.4271
H -9.5369 5.1654 6.6987 -0.05 -0.27 0.13 0.3965
H -10.7059 4.6384 5.5052 0.05 -0.22 0.05 0.3574
H -8.3279 1.8314 7.7796 -0.03 0.07 -0.10 0.3885
H -8.4851 3.5094 8.2815 -0.22 -0.01 -0.15 0.4390
H -7.5131 3.1298 6.8879 -0.07 -0.12 -0.02 0.3710
H -11.8365 3.1025 7.1056 0.16 -0.17 -0.11 0.3567
H -10.7333 3.6075 8.3665 0.27 -0.04 -0.22 0.4046
H -10.8979 1.8898 7.9966 0.01 0.06 -0.12 0.4374
H -9.2688 0.0911 3.4622 -0.03 0.11 0.08 0.4750
H -8.4522 1.1928 2.3479 -0.02 0.13 0.46 0.3074
H -10.1629 1.3955 2.6624 -0.01 -0.02 0.27 0.3587
C 10.3115 -1.1383 -5.9398 -0.06 0.35 -0.26 -1.6992
C 9.6991 -2.5148 -5.5473 1.49 1.25 0.68 1.9260
C 10.5635 -3.6714 -6.1028 -0.27 -0.34 -0.22 -1.4779
C 10.4058 -3.8935 -7.6006 0.06 0.05 -0.03 -0.4457
C 8.9361 -4.0646 -7.9621 0.19 -0.21 0.34 -1.1909
C 8.0599 -2.8976 -7.4625 -0.62 0.82 -1.92 1.6947
N 8.2790 -2.5825 -6.0144 -0.63 -4.07 1.41 0.3417
O 7.6539 -3.5490 -5.2874 0.69 2.16 -1.06 -0.5206
C 8.3505 -1.6543 -8.3389 0.32 0.20 0.06 -1.8930
C 6.5754 -3.2212 -7.7736 0.02 -0.24 0.68 -1.8361
C 9.8350 -2.5534 -4.0012 -0.67 -0.44 -0.05 -1.9251
H 10.5338 -0.5248 -5.0617 0.03 -0.28 0.01 0.4801
H 11.2450 -1.2480 -6.4997 -0.12 -0.01 0.00 0.3247
H 9.6391 -0.5157 -6.5278 0.01 -0.19 -0.05 0.3492
H 10.3003 -4.6076 -5.5934 -0.16 0.19 0.05 0.3926
H 11.6199 -3.4957 -5.8760 -0.17 0.21 0.15 0.3868
H 10.8498 -3.0613 -8.1578 -0.07 -0.01 0.02 0.2636
H 10.9609 -4.7891 -7.8985 -0.03 0.10 0.03 0.3892
H 8.8438 -4.1667 -9.0488 -0.20 0.19 0.11 0.3790
H 8.5777 -5.0118 -7.5378 -0.07 0.20 0.09 0.3714
H 7.8266 -0.7730 -7.9566 0.06 -0.10 0.03 0.4003
H 8.0060 -1.8105 -9.3648 -0.06 -0.20 0.18 0.4340
H 9.4128 -1.4185 -8.4173 -0.08 0.02 0.10 0.3787
H 6.2472 -4.1626 -7.3268 0.11 0.18 0.14 0.3574
H 6.4175 -3.3220 -8.8519 0.31 0.13 0.11 0.4201
H 5.9173 -2.4224 -7.4186 0.10 -0.08 0.04 0.4328
H 9.2196 -1.7813 -3.5302 0.00 -0.06 -0.10 0.4715
H 10.8746 -2.3749 -3.7062 -0.10 0.08 -0.35 0.4541
H 9.5564 -3.5209 -3.5759 -0.13 0.11 -0.16 0.3484
```
Forces are in eV/Å.

[2]
ORCA calculation (the ωB97M-V functional and the def2-TZVPD basis) on C42H64AsClO6PRuS2Se as an isolated structure.

Summary:
E_HOMO (alpha / beta) ... -7.09 / -8.03 eV
Relative energy (zero: lowest compared OMol25 entry of this formula, charge and spin) ... 237.0 kJ/mol
LUMO level (alpha / beta) ... 0.52 / -0.64 eV
Maximum force ... 0.0402 Eh/bohr
Frontier orbital gap (alpha / beta) ... 7.61 / 7.39 eV
Total energy ... -8420.0570 Eh
Expectation value of S² ... 8.8032
2S+1 ... 6

```
119
Properties=species:S:1:pos:R:3:forces:R:3:mulliken_charge:R:1
Ru -0.6632 0.3723 0.3470 -0.36 -0.16 0.39 1.8308
O -1.3631 -2.0904 0.3445 -0.06 0.33 -0.01 -0.6477
H -1.7989 -1.9391 1.1975 0.15 -0.01 0.03 0.1643
H -0.4236 -2.2214 0.6058 0.02 -0.11 0.17 0.0557
O -0.1529 1.4959 3.7441 -0.59 0.87 0.60 -0.5912
Se 0.4932 0.2241 2.9584 0.13 0.34 1.50 -0.0969
O 1.5452 -0.4762 3.8980 1.50 -0.98 1.04 -0.7166
O -0.7769 -0.7103 2.5778 -0.62 -0.67 -0.78 -0.4701
O 1.2012 0.8020 1.6143 -0.23 0.50 -1.85 -1.0095
O 1.1530 -1.8570 1.2122 -0.72 -0.23 -0.34 0.0406
S 2.4800 -2.5142 1.2526 1.20 -0.52 0.62 0.2501
C 2.5255 -3.6316 2.7592 0.08 0.23 -0.50 -1.2981
C 1.3417 -3.5516 3.6594 -0.11 0.06 0.07 0.7474
C 0.0651 -3.8792 3.2151 0.07 -0.03 0.07 -0.1827
C -1.0052 -3.8618 4.0928 -0.09 -0.07 -0.03 -0.4794
C -0.8085 -3.5328 5.4231 -0.05 0.00 0.05 -0.5577
C 0.4589 -3.1992 5.8689 0.01 -0.01 0.11 -0.7436
C 1.5245 -3.1968 4.9903 -0.04 -0.08 -0.08 -0.3611
C 3.6649 -1.1433 1.6852 -0.43 -0.19 -0.15 -0.1581
C 4.7342 -1.4953 2.6513 0.27 0.00 0.04 -0.5017
C 4.7822 -0.8906 3.9035 -0.11 -0.04 -0.08 -0.0283
C 5.8098 -1.1920 4.7816 -0.02 -0.01 0.04 -0.8654
C 6.7810 -2.1125 4.4264 0.09 0.03 0.09 -0.3877
C 6.7301 -2.7283 3.1877 0.06 -0.11 -0.05 -0.7334
C 5.7174 -2.4166 2.3017 -0.07 0.11 0.06 -0.0289
H 3.4440 -3.3994 3.2927 0.02 -0.12 -0.01 0.4925
H 2.6054 -4.6264 2.3126 0.07 0.09 0.03 0.5373
H -0.0986 -4.1590 2.1834 0.03 -0.01 -0.08 0.3035
H -1.9950 -4.1246 3.7429 -0.03 0.00 -0.04 0.4210
H -1.6379 -3.5395 6.1168 -0.07 0.01 0.02 0.4216
H 0.6206 -2.9465 6.9066 0.00 0.06 0.08 0.3754
H 2.5090 -2.9234 5.3394 0.11 0.07 0.00 0.3556
H 3.0344 -0.3277 2.0381 0.05 -0.17 -0.09 0.0225
H 4.0888 -0.8865 0.7116 -0.05 0.04 0.01 0.6240
H 4.0023 -0.1977 4.1821 -0.11 0.07 0.01 0.5329
H 5.8485 -0.7048 5.7451 0.01 0.02 0.08 0.4131
H 7.5856 -2.3424 5.1070 0.08 -0.04 0.11 0.4024
H 7.4831 -3.4479 2.9071 0.12 -0.09 -0.02 0.4055
H 5.6787 -2.8897 1.3312 0.04 -0.06 -0.17 0.4034
C -2.0198 -0.2526 5.1223 0.13 -0.03 -0.24 -1.1306
As -2.3866 1.2352 3.9103 -0.94 0.32 0.75 1.2711
C -2.1728 2.9088 4.8948 0.17 -0.07 -0.11 -1.1835
C -4.3793 1.1568 4.0535 0.25 0.02 -0.02 -1.3098
S -2.4458 1.4961 1.7600 0.02 0.18 -0.74 -0.7604
H -2.3610 0.0698 6.1091 -0.05 0.08 -0.09 0.6287
H -0.9619 -0.5004 5.1510 -0.10 0.08 0.04 0.1463
H -2.5826 -1.1340 4.8089 0.02 0.20 -0.06 0.3755
H -2.9942 3.0334 5.6029 0.00 -0.13 -0.12 0.3839
H -2.1810 3.7356 4.1816 0.01 -0.15 0.01 0.3170
H -1.2178 2.9007 5.4167 -0.05 -0.05 -0.10 0.3391
H -4.6942 1.0699 5.0925 0.03 0.03 0.11 0.4371
H -4.7865 0.3190 3.4898 0.13 -0.07 -0.03 0.3647
H -4.7864 2.0734 3.6254 0.03 0.00 0.04 0.3920
Cl 0.5918 2.9072 -0.2394 0.13 0.45 -0.09 -0.0500
C -0.2041 4.4448 -0.4244 -0.47 0.19 -0.06 0.6553
C 0.5664 5.5855 -0.4927 0.11 -0.14 -0.01 -0.6696
C -0.0272 6.8388 -0.5560 -0.11 -0.06 0.03 -0.5779
C -1.4176 6.9451 -0.5083 0.07 0.22 0.01 -0.5695
C -2.1971 5.8222 -0.4513 0.08 -0.32 0.00 -0.8643
C -1.6323 4.5126 -0.4503 0.58 0.49 0.01 0.9140
C -2.4403 3.3997 -0.5063 -0.09 -0.50 -0.06 -0.8639
H 1.6401 5.4981 -0.4853 0.17 -0.05 0.02 0.5031
H 0.5899 7.7215 -0.6211 0.05 0.06 0.02 0.4045
H -1.8822 7.9207 -0.5101 -0.03 0.06 -0.04 0.4074
H -3.2744 5.8984 -0.4233 -0.09 0.03 -0.01 0.4418
H -2.0227 2.4059 -0.6041 -0.12 0.23 0.01 0.1504
H -3.5093 3.4965 -0.4716 -0.25 0.03 -0.02 0.2380
C -3.7881 -2.7379 -3.5331 -0.08 -0.09 0.15 -0.7803
C -2.3590 -3.2937 -3.5088 -0.06 0.10 -0.05 -0.9656
C -1.4224 -2.3515 -2.7427 0.09 -0.11 -0.11 0.5194
C -1.8271 -0.8954 -2.9753 0.35 0.29 0.30 0.4266
C -3.1578 -0.6717 -2.2352 -0.10 0.05 0.24 -0.3855
C -4.0484 -1.9239 -2.2678 -0.08 0.03 -0.20 -0.8913
P -0.5781 0.3332 -2.3093 0.12 -0.14 -1.09 -0.4005
C 1.1272 -0.2406 -2.8721 -0.32 0.10 0.44 1.1255
C 1.2300 -0.9877 -4.2197 -0.01 -0.17 -0.08 -1.3537
C 2.1353 -2.2174 -4.1353 0.17 0.16 -0.11 -0.9571
C 3.4424 -1.8402 -3.4557 -0.03 -0.17 0.04 -0.8570
C 3.2013 -1.4202 -1.9989 -0.05 0.00 0.01 -0.9180
C 1.7384 -1.0568 -1.7312 0.15 0.33 0.08 -0.1405
C -0.7935 1.8568 -3.4164 -0.07 -0.21 0.54 0.9095
C -2.2380 2.3306 -3.5578 0.03 0.14 0.24 -1.1331
C -2.2588 3.7892 -4.0342 0.05 0.00 -0.06 -0.6112
C -1.1060 4.0868 -5.0006 -0.10 -0.05 -0.16 -0.8118
C -0.7340 2.8279 -5.7733 0.10 0.19 0.07 -1.0446
C -0.1979 1.7377 -4.8278 -0.01 -0.01 -0.02 -0.6285
H -4.5091 -3.5541 -3.6113 -0.01 0.04 -0.08 0.4939
H -3.9296 -2.0972 -4.4067 -0.05 0.01 -0.05 0.2857
H -2.0004 -3.4349 -4.5332 0.01 -0.04 0.04 0.2957
H -2.3495 -4.2723 -3.0227 0.02 0.00 -0.04 0.4620
H -0.3994 -2.5493 -3.0445 0.13 -0.02 0.03 -0.7122
H -1.4953 -2.5434 -1.6738 0.07 -0.05 -0.09 -0.2423
H -1.9543 -0.7087 -4.0481 0.06 0.03 0.02 0.8942
H -3.6955 0.1676 -2.6718 -0.02 0.10 0.00 0.5000
H -2.9364 -0.4108 -1.1849 -0.20 -0.02 -0.27 -0.3391
H -5.0990 -1.6269 -2.2220 0.06 -0.04 0.12 0.5319
H -3.8380 -2.5513 -1.4011 -0.06 -0.02 0.10 0.2049
H 1.6966 0.6962 -2.9342 -0.05 -0.02 0.01 1.0112
H 1.6581 -0.3193 -4.9672 -0.07 0.02 -0.05 0.6027
H 0.2527 -1.2959 -4.5869 -0.07 0.09 -0.10 0.2705
H 2.3317 -2.5855 -5.1443 -0.07 -0.04 0.00 0.5162
H 1.6573 -3.0281 -3.5850 -0.08 -0.09 0.02 0.2604
H 3.8936 -1.0163 -4.0083 0.08 0.06 -0.11 0.3510
H 4.1414 -2.6752 -3.4927 0.10 0.02 -0.04 0.4748
H 3.8402 -0.5694 -1.7588 0.04 0.05 0.09 0.4006
H 3.4750 -2.2368 -1.3297 0.08 0.04 0.02 0.2360
H 1.6645 -0.4650 -0.8061 0.06 -0.29 -0.12 -0.1270
H 1.1546 -1.9666 -1.5855 -0.05 -0.01 0.14 0.0707
H -0.2377 2.6294 -2.8715 -0.05 -0.02 0.01 -0.0292
H -2.7702 2.2622 -2.6111 -0.13 -0.10 -0.10 0.1802
H -2.7476 1.6950 -4.2835 -0.09 -0.12 0.01 0.4752
H -2.1869 4.4564 -3.1738 -0.09 0.00 0.03 -0.0322
H -3.2126 3.9847 -4.5273 -0.05 0.05 0.03 0.4928
H -0.2310 4.4386 -4.4513 0.05 0.07 0.03 0.2736
H -1.3940 4.8803 -5.6928 0.07 0.05 0.06 0.5006
H 0.0260 3.0589 -6.5232 -0.07 -0.08 -0.04 0.5264
H -1.6160 2.4697 -6.3083 -0.01 -0.04 -0.04 0.3418
H 0.8864 1.8268 -4.7710 0.07 -0.11 -0.02 0.3428
H -0.4374 0.7682 -5.2617 0.07 -0.12 0.02 0.0519
```
Forces are in eV/Å.